Entry 1:
Computed, not measured: C25H18AsClN4PdS as an isolated structure in a non-equilibrium geometry, with ωB97M-V/def2-TZVPD.

Each line ends with the natural charge from an NBO analysis.
CARTESIAN COORDINATES (ANGSTROEM)
Pd -0.482 1.501 -0.220  0.766
S -2.558 0.657 0.570  0.214
C -2.574 -1.061 0.671  -0.242
C -3.743 -1.646 1.194  -0.134
C -3.823 -3.016 1.354  -0.184
C -2.750 -3.818 0.983  -0.123
C -1.594 -3.251 0.439  -0.127
C -1.489 -1.884 0.289  -0.372
As 0.104 -1.048 -0.448  1.152
C 1.324 -2.549 -0.732  -0.238
C 2.320 -2.837 0.194  -0.251
C 3.085 -3.979 0.010  -0.186
C 2.871 -4.799 -1.090  -0.153
C 1.887 -4.488 -2.020  -0.187
C 1.113 -3.351 -1.850  -0.253
C 0.809 -0.140 1.147  -0.322
C 0.282 -0.359 2.431  -0.226
C 0.897 0.202 3.532  -0.182
C 2.020 1.012 3.377  -0.121
C 2.549 1.242 2.115  -0.213
C 1.957 0.665 1.003  -0.230
H -4.571 -1.006 1.470  0.251
H -4.721 -3.459 1.760  0.256
H -2.808 -4.891 1.108  0.250
H -0.775 -3.890 0.135  0.235
H 2.491 -2.197 1.050  0.226
H 3.848 -4.225 0.735  0.244
H 3.484 -5.679 -1.231  0.245
H 1.723 -5.125 -2.879  0.245
H 0.350 -3.094 -2.576  0.231
H -0.586 -0.990 2.564  0.234
H 0.503 0.004 4.520  0.248
H 2.491 1.449 4.248  0.249
H 3.429 1.861 1.999  0.246
H 2.417 0.773 0.032  0.223
N 0.999 2.076 -1.718  -0.441
C 1.938 2.044 -2.420  0.540
N 2.923 2.153 -3.193  -0.357
C 4.006 1.581 -3.546  0.422
N 5.012 1.070 -3.865  -0.095
Cl -5.122 5.118 -0.678  0.090
C -3.429 4.940 -0.857  -0.064
C -2.618 6.030 -1.139  -0.143
C -1.257 5.823 -1.278  -0.215
C -0.747 4.547 -1.121  0.033
N -1.533 3.502 -0.844  -0.498
C -2.847 3.688 -0.722  0.020
H -3.050 7.015 -1.246  0.259
H -0.596 6.646 -1.511  0.252
H 0.311 4.358 -1.218  0.210
H -3.471 2.826 -0.530  0.216

Computed properties:
- 2S+1 = 5
- HOMO energy (alpha / beta) (hartree) = -0.529 / -0.537
- max |F| (eV/Å) = 1.7
- total charge = +2
- frontier orbital gap (alpha / beta) (eV) = 9.06 / 4.87
- calculated total energy (eV) = -119833.9398

Entry 2:
Computed, not measured: C29H16Cl5IN2O2PSeW as an isolated structure in a non-equilibrium geometry, with ωB97M-V/def2-TZVPD.

Each line ends with the natural charge from an NBO analysis.
CARTESIAN COORDINATES (ANGSTROEM)
W 0.402 2.348 -0.765  0.974
I -2.029 1.794 -2.064  0.442
C -2.258 -0.285 -2.610  -0.106
C -3.198 -0.381 -3.597  -0.226
C -3.566 -1.628 -4.115  -0.201
C -2.968 -2.740 -3.610  -0.136
C -1.992 -2.655 -2.591  -0.073
C -1.431 -3.866 -2.132  -0.116
C -0.509 -3.878 -1.132  -0.220
C -0.095 -2.660 -0.588  -0.142
C -0.580 -1.434 -1.008  -0.378
P 0.349 -0.108 -0.119  1.040
C 2.052 -0.778 -0.340  -0.402
C 2.937 -0.886 0.731  -0.148
C 4.176 -1.482 0.552  -0.202
C 4.549 -1.955 -0.695  -0.167
C 3.678 -1.835 -1.768  -0.193
C 2.436 -1.252 -1.596  -0.188
C 0.094 -0.423 1.672  -0.379
C -0.659 -1.482 2.174  -0.190
C -0.855 -1.609 3.539  -0.196
C -0.293 -0.699 4.421  -0.176
C 0.477 0.345 3.930  -0.210
C 0.659 0.490 2.564  -0.153
C -1.582 -1.392 -2.034  -0.001
H -3.671 0.514 -3.977  0.237
H -4.315 -1.686 -4.891  0.241
H -3.232 -3.725 -3.973  0.229
H -1.757 -4.787 -2.598  0.230
H -0.075 -4.801 -0.774  0.239
H 0.660 -2.685 0.185  0.239
H 2.653 -0.546 1.716  0.218
H 4.851 -1.570 1.392  0.227
H 5.518 -2.412 -0.835  0.230
H 3.972 -2.200 -2.744  0.229
H 1.755 -1.183 -2.433  0.221
H -1.127 -2.189 1.503  0.228
H -1.466 -2.419 3.913  0.230
H -0.454 -0.800 5.486  0.231
H 0.931 1.056 4.608  0.229
H 1.240 1.326 2.198  0.213
Cl -2.778 1.000 1.139  0.054
C -1.976 2.448 1.623  -0.045
C -0.907 2.949 0.856  -0.444
C -0.684 4.312 1.076  -0.054
Cl 0.339 5.020 -0.142  0.185
C -1.284 5.103 2.033  -0.127
Cl -0.936 6.774 2.140  0.097
C -2.185 4.489 2.903  0.026
Cl -2.898 5.386 4.165  0.103
C -2.555 3.164 2.671  -0.120
Cl -3.750 2.433 3.655  0.092
O 0.662 3.325 -2.418  -0.474
N 1.173 2.363 -3.123  0.412
O 1.348 1.391 -2.309  -0.447
Se 2.605 2.892 0.239  0.117
C 3.838 1.986 -0.758  -0.006
N 4.711 1.522 -1.347  -0.294

Computed properties:
- 2S+1 = 3
- HOMO energy (alpha / beta) (hartree) = -0.414 / -0.427
- max |F| (eV/Å) = 2.9
- total charge = +1
- frontier orbital gap (alpha / beta) (eV) = 6.93 / 6.72
- calculated total energy (eV) = -184571.5023

Entry 3:
Computed, not measured: one molecule with the formula C3HCl2NS in a non-equilibrium geometry, with ωB97M-V/def2-TZVPD.

Each line ends with the natural charge from an NBO analysis.
CARTESIAN COORDINATES (ANGSTROEM)
C 0.884 -0.150 0.149  -0.270
C -0.452 0.301 -0.388  -0.256
C -1.566 -0.351 0.293  0.194
H 0.778 -0.910 0.912  0.246
N -2.524 -0.839 0.708  -0.222
S -0.706 1.485 -1.478  0.267
Cl 1.939 -0.794 -1.126  0.024
Cl 1.647 1.259 0.929  0.017

Computed properties:
- HOMO energy (hartree) = -0.376
- max |F| (eV/Å) = 1.3
- SMILES = N#CC(=S)C(Cl)Cl
- total charge = 0
- frontier orbital gap (eV) = 7.96
- calculated total energy (eV) = -40495.8509

Entry 4:
Computed, not measured: a 7-piece molecular cluster, C29H50I2N7O2 overall in a non-equilibrium geometry, with ωB97M-V/def2-TZVPD.

Each line ends with the Löwdin charge.
CARTESIAN COORDINATES (ANGSTROEM)
O 6.001 0.652 0.530  -0.080
C 5.524 0.592 -0.615  -0.776
O 6.024 0.038 -1.627  -0.075
C 4.131 1.246 -0.864  -0.432
C 3.262 0.233 -1.619  -0.170
C 1.754 0.539 -1.624  -0.308
C 1.234 0.874 -0.217  -0.669
I -0.856 0.462 0.045  0.678
N 4.246 2.452 -1.701  -0.431
I 5.519 3.855 -0.882  0.735
H 3.726 1.512 0.120  0.107
H 3.491 -0.760 -1.233  0.121
H 3.601 0.239 -2.655  0.104
H 1.191 -0.269 -2.089  0.078
H 1.591 1.426 -2.243  0.084
H 1.362 1.943 -0.063  0.030
H 1.817 0.384 0.558  0.047
H 3.348 2.908 -1.831  -0.013
C -3.416 0.952 4.444  -0.107
C -4.463 -0.157 4.459  -0.258
C -4.463 -0.992 3.175  -0.188
C -4.764 -0.154 2.006  -0.247
N -5.007 0.507 1.099  0.145
H -3.605 1.668 3.643  0.070
H -3.428 1.501 5.386  0.070
H -2.413 0.544 4.303  0.078
H -5.453 0.279 4.608  0.111
H -4.276 -0.822 5.303  0.108
H -5.214 -1.777 3.237  0.059
H -3.490 -1.462 3.025  0.125
C -8.746 -4.690 0.647  -0.111
C -7.654 -3.692 0.276  -0.254
C -6.412 -3.809 1.163  -0.194
C -6.747 -3.548 2.570  -0.240
N -7.008 -3.330 3.667  0.153
H -9.112 -4.522 1.661  0.070
H -9.597 -4.595 -0.028  0.070
H -8.378 -5.717 0.584  0.069
H -8.053 -2.678 0.339  0.114
H -7.353 -3.853 -0.761  0.106
H -5.652 -3.092 0.851  0.110
H -5.976 -4.805 1.089  0.094
C -4.486 -8.806 -0.380  -0.109
C -5.289 -8.114 -1.476  -0.264
C -4.506 -6.996 -2.173  -0.185
C -4.121 -5.949 -1.216  -0.220
N -3.820 -5.142 -0.457  0.167
H -4.218 -8.113 0.418  0.071
H -5.067 -9.612 0.068  0.071
H -3.566 -9.236 -0.780  0.078
H -6.206 -7.703 -1.048  0.104
H -5.588 -8.848 -2.226  0.107
H -5.109 -6.538 -2.957  0.116
H -3.601 -7.391 -2.634  0.121
C 7.959 3.037 -5.540  -0.118
C 7.106 1.920 -4.948  -0.254
C 5.623 2.048 -5.307  -0.183
C 5.070 3.306 -4.793  -0.257
N 4.627 4.245 -4.306  0.135
H 7.658 4.012 -5.155  0.068
H 9.009 2.892 -5.283  0.067
H 7.878 3.060 -6.630  0.068
H 7.211 1.917 -3.862  0.108
H 7.470 0.956 -5.307  0.108
H 5.060 1.224 -4.868  0.113
H 5.481 2.020 -6.390  0.110
C -2.565 4.873 -1.834  -0.111
C -1.655 5.185 -0.653  -0.263
C -0.358 5.885 -1.071  -0.185
C 0.406 5.028 -1.989  -0.222
N 1.003 4.339 -2.687  0.171
H -2.084 4.192 -2.537  0.070
H -3.483 4.394 -1.492  0.072
H -2.839 5.784 -2.372  0.073
H -1.408 4.258 -0.135  0.097
H -2.191 5.818 0.057  0.106
H 0.263 6.100 -0.202  0.117
H -0.574 6.830 -1.573  0.116
C 6.626 1.462 3.623  -0.109
C 6.750 2.874 4.182  -0.263
C 6.153 3.032 5.587  -0.201
C 4.714 2.732 5.607  -0.243
N 3.588 2.506 5.622  0.133
H 5.584 1.170 3.497  0.073
H 7.089 1.395 2.640  0.060
H 7.110 0.735 4.281  0.073
H 6.266 3.574 3.499  0.110
H 7.806 3.151 4.229  0.103
H 6.289 4.053 5.947  0.109
H 6.651 2.360 6.288  0.113

Computed properties:
- HOMO energy (hartree) = -0.170
- max |F| (eV/Å) = 1.2
- total charge = -1
- frontier orbital gap (eV) = 6.22
- calculated total energy (eV) = -61611.5300

What did the third record say?
Computed, not measured: one molecule with the formula C3HCl2NS in a non-equilibrium geometry, with ωB97M-V/def2-TZVPD.

Each line ends with the natural charge from an NBO analysis.
CARTESIAN COORDINATES (ANGSTROEM)
C 0.884 -0.150 0.149  -0.270
C -0.452 0.301 -0.388  -0.256
C -1.566 -0.351 0.293  0.194
H 0.778 -0.910 0.912  0.246
N -2.524 -0.839 0.708  -0.222
S -0.706 1.485 -1.478  0.267
Cl 1.939 -0.794 -1.126  0.024
Cl 1.647 1.259 0.929  0.017

Computed properties:
- HOMO energy (hartree) = -0.376
- max |F| (eV/Å) = 1.3
- SMILES = N#CC(=S)C(Cl)Cl
- total charge = 0
- frontier orbital gap (eV) = 7.96
- calculated total energy (eV) = -40495.8509